Record 1
The following is a DFT calculation (ωB97M-V/def2-TZVPD) of a molecular structure, C34H38FeIN4O5.

Computed properties:
Multiplicity   6
Frontier orbital gap (spin up / spin down)   4.86 / 6.67 eV
Net charge   0
HOMO energy (spin up / spin down)   -5.308 / -7.123 eV
E_tot   -94559.63365 eV

Structure (XYZ):
```
83
Properties=species:S:1:pos:R:3:forces:R:3:lowdin_spin:R:1
Fe -0.67842 0.01576 1.13771 -0.45 -0.71 0.45 3.719
C -4.58999 -3.83422 -3.43955 0.01 0.08 0.10 -0.005
C -4.05134 -2.81501 -2.46091 -0.09 0.00 -0.09 0.007
C -4.51795 -1.50562 -2.45076 0.00 0.08 -0.01 0.124
C -4.03374 -0.50137 -1.58176 -0.02 0.03 -0.01 0.021
C -4.65979 0.77399 -1.66450 0.08 0.10 -0.01 0.389
N -4.17233 2.02111 -1.27258 0.07 -0.33 0.02 0.177
C -2.78895 2.38378 -1.54633 -0.12 0.00 -0.11 0.020
C -2.39845 2.23350 -3.02171 -0.02 -0.05 0.08 0.011
C -0.89767 2.33040 -3.21544 -0.10 -0.18 0.00 0.001
N -0.22013 1.16107 -2.64402 -1.04 0.69 0.40 0.000
C 0.93855 0.76433 -3.02584 0.92 -0.18 -0.42 0.000
C 1.75671 -0.12821 -2.31549 0.13 -0.11 -0.19 0.001
C 3.06469 -0.38126 -2.79426 -0.03 0.17 -0.11 -0.001
C 3.97600 -1.07781 -2.06095 0.24 -0.15 0.07 0.000
C 5.37169 -1.36466 -2.56113 -0.12 -0.05 0.10 0.000
C 3.56531 -1.50417 -0.77517 0.43 -0.13 -0.08 -0.001
C 2.32625 -1.27538 -0.25060 -0.23 -0.05 0.36 0.001
C 2.09269 -1.66178 1.14885 0.25 -0.02 -0.32 0.003
N 1.16644 -1.24791 1.90323 -0.21 0.20 0.10 0.031
C 1.17357 -1.74814 3.27665 -0.09 0.08 -0.03 0.002
C -0.22086 -2.18816 3.69972 -0.02 0.02 -0.07 0.000
C -0.92937 -3.02485 2.64723 0.03 0.13 -0.05 0.001
N -1.45019 -2.17236 1.56991 0.31 0.13 0.05 0.015
C -1.86158 -2.77933 0.52955 -0.23 -0.16 -0.17 0.003
C -2.62325 -2.22351 -0.57668 0.18 -0.09 0.01 0.015
C -3.10958 -3.15690 -1.51203 0.03 -0.07 0.07 0.133
C -3.00325 -0.86251 -0.62783 -0.07 0.18 0.08 0.061
O -2.52923 0.02621 0.19047 0.30 0.05 -0.04 0.108
C 1.32140 -0.63829 -1.05274 0.30 -0.10 0.10 0.004
O 0.12776 -0.52537 -0.67534 -0.31 0.03 -0.47 0.027
H -5.00145 -3.34851 -4.32557 0.02 -0.01 0.01 0.000
H -5.38753 -4.43616 -2.99451 0.03 0.03 -0.01 -0.002
H -3.80559 -4.51991 -3.76498 -0.02 0.02 0.01 -0.001
H -5.29022 -1.22004 -3.16264 0.06 -0.02 0.03 0.006
H -5.62974 0.80275 -2.14965 0.03 0.00 0.00 0.022
H -4.81757 2.76154 -1.48541 -0.09 0.05 -0.03 0.002
H -2.16926 1.75057 -0.91907 0.09 -0.01 0.08 0.001
H -2.63698 3.41710 -1.22569 -0.01 0.00 0.02 0.000
H -2.88482 3.00774 -3.61860 -0.01 0.01 -0.03 0.000
H -2.74599 1.26501 -3.38781 -0.03 0.00 -0.02 0.003
H -0.51764 3.23216 -2.73057 0.10 0.02 0.08 0.000
H -0.63786 2.38892 -4.27216 0.04 -0.05 -0.04 0.001
H -0.53755 0.75008 -1.75342 -0.06 -0.05 -0.12 0.000
H 1.32230 1.21834 -3.93976 0.05 -0.06 0.06 0.000
H 3.35021 0.02938 -3.76083 -0.05 -0.05 0.04 0.000
H 5.63569 -0.70767 -3.39012 -0.02 -0.01 0.01 0.000
H 5.46129 -2.39630 -2.91330 0.01 0.05 0.03 0.000
H 6.11012 -1.22186 -1.76956 -0.01 0.02 -0.02 0.000
H 4.29122 -2.01617 -0.14462 -0.01 0.05 -0.07 0.000
H 2.84470 -2.34558 1.56196 0.04 -0.01 -0.05 0.001
H 1.52166 -0.94470 3.93152 -0.02 0.03 -0.03 0.000
H 1.87495 -2.58596 3.36733 0.06 0.00 -0.02 0.001
H -0.83519 -1.30947 3.88551 -0.03 0.01 0.09 0.000
H -0.14140 -2.74679 4.63487 0.01 0.00 0.00 0.000
H -1.77003 -3.53410 3.12214 -0.08 -0.03 -0.02 -0.001
H -0.26664 -3.80465 2.24761 0.01 0.01 -0.01 0.000
H -1.72256 -3.86989 0.46768 -0.07 0.02 -0.01 0.001
H -2.75590 -4.18430 -1.45086 -0.02 0.08 0.01 0.009
I 7.75602 1.71136 0.71574 -0.04 -0.01 0.01 0.000
C 5.69998 1.86962 1.07906 0.02 0.00 0.04 0.000
C 4.81637 1.79001 0.01358 -0.13 0.02 0.05 0.000
C 3.45108 1.87452 0.26496 0.11 -0.01 -0.10 0.000
C 2.97183 2.04866 1.55582 -0.01 0.05 -0.02 0.002
C 3.87646 2.14703 2.60672 0.13 -0.01 0.01 0.001
C 5.24515 2.04941 2.37943 -0.15 -0.02 -0.05 0.000
C 1.48024 2.07706 1.84061 -0.10 -0.27 0.24 0.009
O 1.10741 2.44429 2.96210 0.21 0.12 -0.42 0.006
O 0.73135 1.63972 0.89967 0.11 0.14 -0.13 0.040
H 5.18191 1.64830 -0.99622 -0.02 0.02 0.04 0.000
H 2.74021 1.79601 -0.54759 0.02 -0.02 0.01 0.000
H 3.48887 2.29284 3.60742 0.02 0.00 -0.03 0.000
H 5.94528 2.10449 3.20266 -0.02 0.02 -0.02 0.000
C -1.02409 2.14462 4.87451 -0.09 -0.08 0.02 0.003
O -0.99922 1.04223 3.93277 -0.08 -0.11 0.05 0.001
C -1.41740 1.14476 2.71258 0.06 0.58 0.62 0.020
C -2.13991 2.39150 2.34112 -0.19 -0.04 -0.08 0.006
H -0.41350 2.94949 4.47541 -0.03 -0.03 -0.01 0.000
H -0.58234 1.74528 5.77985 0.04 -0.02 0.05 0.000
H -2.04414 2.46374 5.07018 -0.04 -0.03 0.04 0.000
H -2.52837 2.99700 3.15933 -0.01 -0.03 -0.04 0.001
H -2.94082 2.11841 1.64901 0.07 0.04 -0.05 0.001
H -1.40556 2.98480 1.78408 -0.02 -0.03 -0.01 -0.001
```
Positions in Å, forces in eV/Å.

Record 2
The following is a DFT calculation (ωB97M-V/def2-TZVPD) of a molecular structure, C4H4O6Tl.

Computed properties:
Frontier orbital gap   7.60 eV
Net charge   -1
HOMO energy   -4.598 eV
E_tot   -21190.92451 eV

Structure (XYZ):
```
15
Properties=species:S:1:pos:R:3:forces:R:3:mulliken_charge:R:1
O 0.95663 -1.85512 -0.34839 -1.36 -1.48 1.01 -0.612
C -0.27658 -2.02439 -0.53658 -1.52 -1.18 -1.53 0.787
O -0.81642 -2.82960 -1.29989 0.47 0.62 0.74 -0.704
Tl 2.47156 -0.51869 -0.78220 5.13 -1.17 0.19 0.433
O 1.10002 1.09311 0.10777 -2.01 1.68 1.34 -0.518
O -0.36937 1.79291 -1.28914 2.12 1.46 -1.16 -0.636
C 0.86860 1.49564 -1.15531 -4.59 -2.03 -1.11 0.693
O 1.62576 1.04527 -2.04216 0.37 2.38 -1.40 -0.636
O -1.15538 -1.22144 0.15381 -0.45 0.40 0.50 -0.344
C -0.70189 -0.32087 1.14977 0.99 -0.12 -0.21 -0.471
C -0.55003 1.10488 0.64366 -0.08 -0.02 3.12 -0.309
H -1.46187 -0.32236 1.94351 0.02 0.13 -0.19 0.345
H 0.24648 -0.67460 1.57283 -0.22 -0.03 -0.03 0.331
H -0.37865 1.78104 1.49528 0.55 -0.44 -0.01 0.315
H -1.55885 1.45423 0.38706 0.58 -0.19 -1.26 0.327
```
Positions in Å, forces in eV/Å.

Record 3
The following is a DFT calculation (ωB97M-V/def2-TZVPD) of a gas-phase ion, C19H28ClFNO2P2S (charge +1).

Computed properties:
Frontier orbital gap   6.83 eV
Net charge   +1
HOMO energy   -11.597 eV
E_tot   -70384.93325 eV

Structure (XYZ):
```
55
Properties=species:S:1:pos:R:3:forces:R:3:nbo_charge:R:1
C -1.13541 4.73501 -0.76436 -0.41 -0.29 0.53 -0.627
C -1.65689 3.25200 -0.87026 -0.61 0.16 -0.65 -0.450
C -0.93931 2.40798 -2.02035 -1.19 1.60 1.92 0.348
F -1.77936 2.42097 -3.13301 1.41 -0.52 0.74 -0.328
N -0.70276 1.01099 -1.53088 -0.74 -0.91 0.32 -0.387
C -1.62470 0.19638 -1.09709 -0.10 -1.91 -0.87 0.352
S -3.42065 0.44571 -0.98724 0.34 0.28 -0.23 0.054
C -1.04673 -1.19059 -0.60058 -0.10 1.42 0.92 -0.358
C -1.90139 -2.48841 -0.87416 -0.82 0.61 0.54 -0.507
C -2.93863 -2.60342 0.32620 0.33 -0.24 -0.62 0.430
O -4.12936 -2.61262 0.18829 0.60 -0.01 0.03 -0.481
C 0.45445 -1.11243 -1.07577 0.26 -0.98 -0.03 0.077
Cl 0.47167 -2.25431 -2.54510 0.02 0.81 -0.10 -0.037
C 1.57336 -1.79246 -0.16705 -0.51 -0.45 0.87 -0.498
C 1.21650 -1.79673 1.34647 -0.62 -0.61 2.28 0.064
C 1.35374 -0.67835 2.26015 -0.64 -0.92 0.77 -0.276
C 0.94880 -0.76210 3.66962 -0.65 -2.17 -0.72 -0.196
C 0.39590 -2.00227 4.20907 0.88 0.22 -2.83 -0.216
C 0.28348 -3.17027 3.31350 0.27 1.42 0.02 0.025
C -0.27054 -4.49299 3.93977 0.84 0.90 -0.22 -0.647
C 0.68242 -3.05109 1.91930 -0.01 1.50 0.99 -0.283
C 0.68621 0.40695 -1.49900 -0.63 0.87 -1.76 -0.475
P 1.16678 0.54163 -3.35610 1.97 -1.64 -1.49 1.473
O 2.48527 -0.10129 -3.65995 -1.03 0.84 0.68 -1.059
P 2.04577 1.35313 -0.57106 1.30 -0.31 1.30 0.795
C 1.34970 2.64173 0.60305 0.23 0.37 0.11 -0.947
C 3.18219 2.29298 -1.72520 -0.08 0.16 -0.98 -0.950
H -1.74472 5.38349 -1.43880 0.77 -0.46 0.43 0.238
H -1.31683 5.09102 0.28323 0.18 -0.24 -0.94 0.240
H -0.04248 4.85032 -0.96360 -0.91 -0.11 0.00 0.207
H -2.73765 3.30846 -1.18270 1.08 -0.18 0.36 0.258
H -1.66255 2.69432 0.10311 0.33 0.61 -0.89 0.215
H 0.04544 2.90719 -2.19567 -0.78 -0.83 -0.40 0.213
H -3.88316 0.10793 -2.24778 0.96 0.15 0.63 0.213
H -1.16871 -1.06155 0.52521 0.83 0.05 -0.85 0.291
H -1.29884 -3.43665 -0.81509 -0.27 1.16 -0.25 0.273
H -2.43350 -2.39304 -1.85826 0.46 -0.43 0.99 0.249
H -2.46273 -2.71752 1.35210 -0.19 0.16 -0.72 0.128
H 2.59881 -1.39531 -0.36284 -1.04 0.00 0.04 0.276
H 1.59843 -2.86936 -0.48731 -0.04 1.10 0.41 0.251
H 1.77553 0.28596 1.90874 -0.29 -0.90 0.23 0.214
H 1.02038 0.09431 4.37608 0.13 -0.59 -0.92 0.230
H 0.06067 -2.08972 5.26402 0.36 0.16 -0.90 0.232
H 0.53863 -4.91815 4.59050 -0.72 0.19 -0.63 0.239
H -1.12043 -4.23516 4.61949 0.52 -0.44 -0.78 0.231
H -0.52969 -5.22630 3.14086 0.00 0.52 0.80 0.224
H 0.56161 -3.93531 1.25381 0.18 0.69 0.57 0.215
H 0.13741 -0.08546 -4.13794 -0.07 0.69 0.78 -0.020
H 1.14897 1.91822 -3.76707 -0.41 -0.51 0.59 -0.050
H 0.32688 2.41587 0.99100 0.79 0.29 -0.50 0.244
H 2.02934 2.63787 1.50343 -0.59 -0.14 -0.97 0.268
H 1.44964 3.65889 0.14697 -0.49 -0.80 0.47 0.240
H 3.86523 2.99516 -1.17287 -1.00 -0.68 -0.09 0.276
H 3.86294 1.54064 -2.21272 -0.90 0.71 0.34 0.292
H 2.63091 2.87772 -2.51412 0.79 -0.40 0.69 0.218
```
Positions in Å, forces in eV/Å.

Record 4
The following is a DFT calculation (ωB97M-V/def2-TZVPD) of C5H11NO2 in the gas phase.

Computed properties:
SMILES string   COC[C@H](C)C(N)=O
Relative energy (zero: lowest compared OMol25 entry of this formula, charge and spin)   58.1 kcal/mol
Frontier orbital gap   9.97 eV
Net charge   0
HOMO energy   -8.997 eV
E_tot   -10946.74966 eV

Structure (XYZ):
```
19
Properties=species:S:1:pos:R:3:forces:R:3:nbo_charge:R:1
C -0.78084 1.98126 1.19990 -0.07 -0.45 0.55 -0.252
O -1.04892 0.63916 0.82118 1.34 -1.90 0.72 -0.605
C 0.01954 -0.59711 1.20955 -2.28 2.91 0.62 -0.034
C 0.23238 -1.16966 -0.11441 -0.19 2.61 -2.14 -0.345
C 1.63284 -1.65697 -0.42762 0.00 -0.19 -0.01 -0.612
C -0.05799 0.29772 -1.02321 1.78 -3.70 -1.23 0.762
N -1.16576 0.18851 -1.83423 -0.22 0.32 0.09 -0.862
O 0.90898 0.96812 -1.32971 -0.75 0.46 0.83 -0.650
H 0.28771 2.20889 1.24918 -0.01 -0.09 0.04 0.180
H -1.22908 2.64775 0.45783 0.01 -0.20 -0.06 0.192
H -1.27043 2.16366 2.15997 0.23 0.26 0.08 0.173
H -0.54541 -1.20867 1.90804 0.12 0.19 0.21 0.203
H 0.85133 -0.05324 1.65774 0.07 -0.32 -0.07 0.200
H -0.54755 -1.86744 -0.41831 0.08 -0.04 0.14 0.211
H 1.88579 -2.53285 0.17820 0.00 0.02 -0.08 0.205
H 2.38226 -0.88429 -0.23872 -0.21 0.02 0.01 0.227
H 1.70613 -1.93157 -1.48312 0.00 -0.03 0.13 0.225
H -2.04056 -0.07791 -1.40615 0.18 0.05 -0.03 0.394
H -1.22044 0.88467 -2.56609 -0.08 0.06 0.20 0.388
```
Positions in Å, forces in eV/Å.

Record order is preserved below.
Molar mass: 765.5, 352.5, 450.9, 117.1 g/mol